<a>
Entry from the Open Molecules 2025 dataset: a structure of composition C33H52BrF5GeMoN2OSi4Te (wB97M-V/def2-TZVPD).

Results
* 2S+1: 4
* ⟨S²⟩: 3.812
* E_HOMO (alpha / beta): -10.105 / -10.525 eV
* HOMO-LUMO gap (alpha / beta): 6.672 / 7.542 eV
* charge: +1

CARTESIAN COORDINATES (ANGSTROEM)
Mo (-0.646, -0.068, 0.615)
Br (0.118, 2.437, 0.553)
C (-0.912, 2.880, -1.010)
C (-0.637, 4.062, -1.629)
C (-1.431, 4.443, -2.726)
C (-2.460, 3.641, -3.126)
C (-2.732, 2.415, -2.478)
C (-3.798, 1.584, -2.899)
C (-4.028, 0.396, -2.282)
C (-3.192, -0.026, -1.223)
C (-2.134, 0.712, -0.738)
C (-1.931, 1.976, -1.390)
H (0.166, 4.698, -1.283)
H (-1.222, 5.373, -3.234)
H (-3.087, 3.936, -3.958)
H (-4.426, 1.907, -3.720)
H (-4.844, -0.240, -2.611)
H (-4.217, -1.650, -1.077)
N (-1.023, -2.225, 0.320)
C (-0.147, -3.045, 1.194)
C (1.270, -2.511, 1.148)
N (1.259, -1.065, 1.491)
H (-2.008, -2.378, 0.535)
H (-0.913, -2.508, -0.653)
H (-0.164, -4.095, 0.899)
H (-0.545, -2.972, 2.205)
H (1.686, -2.612, 0.145)
H (1.902, -3.079, 1.831)
H (2.120, -0.639, 1.156)
H (1.248, -0.936, 2.500)
C (-3.857, -1.287, 5.272)
Si (-2.579, -1.699, 3.964)
C (-1.204, -2.640, 4.850)
C (-3.407, -2.815, 2.680)
Ge (-1.772, 0.304, 2.923)
Si (-0.318, 1.359, 4.519)
C (1.413, 0.607, 4.510)
C (-0.140, 3.198, 4.185)
C (-1.028, 1.138, 6.242)
Si (-3.670, 1.764, 2.713)
C (-3.304, 3.265, 1.651)
C (-4.160, 2.383, 4.417)
C (-5.108, 0.820, 1.962)
H (-4.168, -2.207, 5.776)
H (-4.750, -0.823, 4.847)
H (-3.451, -0.613, 6.027)
H (-1.569, -3.616, 5.182)
H (-0.902, -2.088, 5.742)
H (-0.301, -2.809, 4.259)
H (-2.716, -3.538, 2.238)
H (-3.868, -2.225, 1.885)
H (-4.200, -3.398, 3.155)
H (1.949, 0.829, 3.582)
H (1.390, -0.477, 4.664)
H (2.007, 1.029, 5.325)
H (0.409, 3.406, 3.264)
H (0.407, 3.671, 5.005)
H (-1.113, 3.689, 4.112)
H (-1.091, 0.089, 6.533)
H (-2.028, 1.568, 6.314)
H (-0.393, 1.647, 6.973)
H (-2.401, 3.787, 1.979)
H (-4.139, 3.968, 1.727)
H (-3.185, 3.000, 0.599)
H (-3.383, 3.016, 4.853)
H (-4.364, 1.571, 5.114)
H (-5.067, 2.989, 4.335)
H (-4.851, 0.460, 0.964)
H (-5.986, 1.464, 1.875)
H (-5.385, -0.043, 2.573)
F (2.349, -0.930, -1.421)
Te (0.899, 0.018, -2.237)
F (0.333, 0.815, -3.833)
F (2.073, 1.486, -2.085)
F (0.603, -1.622, -3.131)
F (2.669, -0.229, -3.884)
O (-3.425, -1.271, -0.682)
C (5.928, 1.628, -7.691)
C (4.915, 0.682, -7.782)
C (4.422, 0.084, -6.634)
C (4.927, 0.430, -5.378)
C (5.941, 1.387, -5.303)
C (6.443, 1.980, -6.453)
Si (4.323, -0.379, -3.837)
C (4.602, -2.200, -3.692)
C (3.614, -3.121, -4.049)
C (3.858, -4.484, -3.969)
C (5.093, -4.944, -3.531)
C (6.083, -4.041, -3.170)
C (5.837, -2.679, -3.250)
H (6.316, 2.091, -8.589)
H (4.514, 0.409, -8.750)
H (3.636, -0.659, -6.719)
H (6.342, 1.679, -4.338)
H (7.231, 2.719, -6.382)
H (4.804, 0.350, -2.652)
H (2.643, -2.774, -4.385)
H (3.087, -5.189, -4.251)
H (5.284, -6.008, -3.472)
H (7.046, -4.399, -2.828)
H (6.621, -1.984, -2.964)

Atom charges from the Löwdin analysis, given in e for atoms 1 to 4:
1 Mo 0.834
2 Br 0.869
3 C -0.569
4 C -0.097



<b>
Entry from the Open Molecules 2025 dataset: a structure of composition C33H52BrF5GeMoN2OSi4Te (wB97M-V/def2-TZVPD).

Results
* 2S+1: 4
* ⟨S²⟩: 3.817
* E_HOMO (alpha / beta): -10.070 / -10.492 eV
* HOMO-LUMO gap (alpha / beta): 6.562 / 7.442 eV
* charge: +1

CARTESIAN COORDINATES (ANGSTROEM)
Mo (0.450, -1.245, 0.097)
Br (0.617, -3.493, -1.264)
C (0.466, -2.644, -2.987)
C (0.237, -3.452, -4.059)
C (0.199, -2.870, -5.341)
C (0.421, -1.529, -5.477)
C (0.661, -0.705, -4.354)
C (0.915, 0.680, -4.508)
C (1.145, 1.460, -3.419)
C (1.097, 0.896, -2.122)
C (0.854, -0.435, -1.870)
C (0.663, -1.245, -3.041)
H (0.095, -4.516, -3.932)
H (0.012, -3.494, -6.203)
H (0.417, -1.073, -6.459)
H (0.931, 1.105, -5.503)
H (1.348, 2.519, -3.537)
H (1.512, 2.624, -1.373)
N (-0.155, 0.645, 1.052)
C (-0.613, 0.460, 2.448)
C (-1.478, -0.777, 2.533)
N (-0.713, -1.927, 1.993)
H (0.629, 1.290, 0.997)
H (-0.897, 1.068, 0.493)
H (-1.156, 1.336, 2.807)
H (0.276, 0.339, 3.063)
H (-2.377, -0.655, 1.929)
H (-1.795, -0.953, 3.563)
H (-1.358, -2.690, 1.803)
H (-0.052, -2.267, 2.687)
C (5.187, 0.297, 3.057)
Si (3.326, 0.190, 2.853)
C (2.589, -0.274, 4.525)
C (2.730, 1.920, 2.380)
Ge (2.811, -1.436, 1.172)
Si (3.147, -3.566, 2.229)
C (1.649, -4.061, 3.263)
C (3.458, -4.929, 0.975)
C (4.637, -3.490, 3.364)
Si (4.500, -1.244, -0.519)
C (4.082, -2.264, -2.036)
C (6.126, -1.888, 0.164)
C (4.689, 0.552, -1.025)
H (5.419, 0.994, 3.866)
H (5.661, 0.674, 2.149)
H (5.640, -0.664, 3.302)
H (2.746, 0.540, 5.238)
H (3.073, -1.164, 4.934)
H (1.517, -0.478, 4.493)
H (1.685, 2.109, 2.644)
H (2.865, 2.125, 1.315)
H (3.326, 2.655, 2.927)
H (0.781, -4.273, 2.633)
H (1.384, -3.292, 3.995)
H (1.864, -4.973, 3.824)
H (2.595, -5.129, 0.340)
H (3.700, -5.857, 1.501)
H (4.301, -4.690, 0.325)
H (4.505, -2.779, 4.182)
H (5.541, -3.211, 2.820)
H (4.806, -4.475, 3.806)
H (3.874, -3.305, -1.782)
H (4.935, -2.254, -2.720)
H (3.222, -1.862, -2.571)
H (6.061, -2.953, 0.393)
H (6.446, -1.366, 1.067)
H (6.909, -1.763, -0.589)
H (3.752, 0.938, -1.433)
H (5.460, 0.646, -1.794)
H (4.978, 1.186, -0.184)
F (-3.004, -2.359, 0.289)
Te (-2.537, -1.414, -1.314)
F (-3.243, -0.546, -2.815)
F (-3.079, -2.996, -2.175)
F (-3.097, 0.117, -0.320)
F (-4.947, -1.492, -1.118)
O (1.301, 1.740, -1.049)
C (-10.164, -2.044, -2.049)
C (-9.790, -1.262, -0.966)
C (-8.526, -1.407, -0.414)
C (-7.624, -2.336, -0.936)
C (-8.020, -3.121, -2.025)
C (-9.280, -2.975, -2.579)
Si (-5.935, -2.512, -0.226)
C (-5.800, -1.918, 1.521)
C (-5.453, -0.600, 1.824)
C (-5.386, -0.173, 3.143)
C (-5.664, -1.059, 4.176)
C (-6.012, -2.371, 3.890)
C (-6.080, -2.796, 2.571)
H (-11.150, -1.931, -2.480)
H (-10.484, -0.543, -0.552)
H (-8.242, -0.800, 0.437)
H (-7.340, -3.858, -2.438)
H (-9.577, -3.588, -3.419)
H (-5.378, -3.853, -0.448)
H (-5.233, 0.098, 1.027)
H (-5.128, 0.855, 3.366)
H (-5.618, -0.723, 5.204)
H (-6.233, -3.061, 4.694)
H (-6.351, -3.825, 2.363)

Atom charges from the Löwdin analysis, given in e for atoms 1 to 4:
1 Mo 0.848
2 Br 0.847
3 C -0.571
4 C -0.102



Need the numbers? Relative energies in kJ/mol: <a> 18.4; <b> 0.0.